[1]
This record from the Open Molecules 2025 dataset describes a cluster of 2 separate species, C4H12NO2 in total at a distorted geometry. The level of theory is ωB97M-V with the def2-TZVPD basis set.

Each line ends with the Löwdin charge.
Geometry (Å):
C  0.52  1.66  0.83  0.017
C  0.95  -1.81  -0.80  -0.081
C  1.09  -0.75  0.22  -0.180
C  0.30  0.46  0.02  -0.327
N  -0.53  0.48  -0.93  0.272
O  -3.33  0.91  0.04  -0.113
O  -2.78  -0.27  0.77  -0.126
H  -0.23  2.54  0.56  0.145
H  0.41  1.32  1.96  0.163
H  1.50  2.05  0.68  0.084
H  1.65  -2.63  -0.53  0.110
H  0.03  -2.14  -1.14  0.058
H  1.41  -1.49  -1.74  0.099
H  2.05  -0.36  0.24  0.114
H  1.00  -1.22  1.27  0.185
H  -3.53  -0.99  0.86  0.155
H  -0.93  -0.22  -1.47  0.120
H  -1.13  1.35  -0.89  0.162
H  -3.84  1.47  0.73  0.142

Charge = +1
Relative energy (zero: lowest compared OMol25 entry of this formula, charge and spin) = 448.3 kJ/mol
LUMO = -3.82 eV
Frontier orbital gap = 11.27 eV



[2]
This record from the Open Molecules 2025 dataset describes a cluster of 6 separate species, CH12O6 in total at a distorted geometry. The level of theory is ωB97M-V with the def2-TZVPD basis set.

Each line ends with the Löwdin charge.
Geometry (Å):
C  -3.80  -0.85  0.52  -0.133
O  -3.33  -0.79  1.65  -0.029
H  -4.79  -1.37  0.43  0.092
H  -3.20  -0.55  -0.40  0.088
O  -0.09  0.35  -1.20  -0.051
H  -0.50  1.24  -1.23  0.046
H  0.71  0.50  -0.71  0.000
O  4.08  0.27  -2.34  -0.068
H  3.27  0.61  -1.87  0.047
H  4.74  0.24  -1.65  0.020
O  1.93  0.50  1.61  -0.055
H  2.72  0.83  1.16  0.047
H  2.32  -0.17  2.22  0.068
O  -0.92  -2.73  -0.17  -0.071
H  -1.27  -2.43  0.65  -0.004
H  -1.29  -2.01  -0.76  0.039
O  -0.13  2.50  0.61  -0.056
H  -0.70  1.86  0.16  0.011
H  0.28  2.01  1.32  0.009

Charge = 0
Relative energy (zero: lowest compared OMol25 entry of this formula, charge and spin) = 150.4 kJ/mol
LUMO = -0.07 eV
Frontier orbital gap = 10.53 eV



[3]
This record from the Open Molecules 2025 dataset describes the molecule CCl2F2 at a distorted geometry. The level of theory is ωB97M-V with the def2-TZVPD basis set.

Each line ends with the Löwdin charge.
Geometry (Å):
F  0.00  -1.12  1.11  0.009
C  0.00  -0.38  0.00  -1.345
F  0.00  -1.12  -1.11  0.009
Cl  -1.44  0.65  0.00  0.664
Cl  1.44  0.65  0.00  0.664

Charge = 0
Relative energy (zero: lowest compared OMol25 entry of this formula, charge and spin) = 0.0 kJ/mol
LUMO = 0.68 eV
Frontier orbital gap = 12.34 eV



[4]
This record from the Open Molecules 2025 dataset describes a structure of composition C15H20O4 at a distorted geometry. The level of theory is ωB97M-V with the def2-TZVPD basis set.

Each line ends with the Löwdin charge.
Geometry (Å):
C  1.80  1.27  -1.51  -0.020
C  1.59  0.45  -0.43  -0.289
C  1.85  0.78  0.74  0.000
C  1.77  0.00  2.02  -0.272
O  2.28  0.47  3.08  0.053
C  1.10  -1.33  1.88  -0.073
C  1.49  -2.01  0.68  -0.412
C  0.69  -3.30  0.15  -0.040
H  0.85  -3.72  -0.82  0.075
H  0.96  -4.00  0.98  0.080
H  -0.48  -3.33  0.36  0.119
C  3.01  -2.46  0.37  0.045
H  3.31  -2.81  -0.37  -0.062
H  3.09  -2.95  1.39  0.125
H  3.61  -1.41  0.36  0.153
C  1.14  -1.06  -0.56  -0.220
C  -0.35  -0.75  -0.78  -0.077
C  -1.12  0.08  -0.28  -0.038
C  -2.68  0.19  -0.72  -0.247
C  -3.28  1.28  -0.47  0.030
C  -2.62  2.72  -0.46  -0.662
O  -3.41  3.50  -0.06  0.128
O  -1.43  2.74  -0.52  0.203
H  -1.17  3.66  -0.26  0.189
H  -4.28  1.31  -0.95  0.141
C  -3.40  -1.04  -0.90  -0.054
H  -2.98  -1.31  -1.76  0.045
H  -3.16  -1.92  -0.23  0.126
H  -4.36  -0.95  -0.71  0.041
H  -0.73  0.88  0.30  0.107
H  -0.81  -1.69  -1.67  0.222
O  1.69  -1.49  -2.03  0.018
H  2.50  -1.67  -1.86  -0.052
H  1.30  -1.95  2.66  0.106
H  0.03  -1.08  1.82  0.157
H  2.29  1.59  0.95  0.063
H  2.63  2.11  -1.53  0.166
H  2.06  0.62  -2.24  0.050
H  0.89  1.67  -1.80  0.076

Charge = 0
Relative energy (zero: lowest compared OMol25 entry of this formula, charge and spin) = 1102.0 kJ/mol
LUMO = 0.36 eV
Frontier orbital gap = 9.80 eV



[5]
This record from the Open Molecules 2025 dataset describes a cluster of 2 separate species, CH3BrOS in total. The level of theory is ωB97M-V with the def2-TZVPD basis set.

Each line ends with the Löwdin charge.
Geometry (Å):
C  0.86  -1.22  0.17  -0.524
Br  -0.54  -0.38  -0.87  0.526
H  0.66  -2.29  0.17  0.010
H  0.82  -0.82  1.18  0.013
H  1.81  -1.00  -0.30  0.012
O  -1.22  3.01  0.24  -0.705
S  -2.40  2.71  -0.59  0.669

Charge = 0
Relative energy (zero: lowest compared OMol25 entry of this formula, charge and spin) = 120.7 kJ/mol
LUMO (alpha / beta) = -1.39 / -1.39 eV
Frontier orbital gap (alpha / beta) = 7.76 / 7.73 eV



[6]
This record from the Open Molecules 2025 dataset describes the ion C4H10N3 with charge +1 at a distorted geometry. The level of theory is ωB97M-V with the def2-TZVPD basis set.

Each line ends with the Löwdin charge.
Geometry (Å):
C  0.54  -0.67  0.22  -0.101
C  -0.04  0.48  0.91  -0.167
C  -0.99  -0.22  -0.07  -0.417
C  2.10  -0.81  -0.39  0.005
N  -0.84  0.93  -1.04  0.190
N  -1.92  -1.11  0.22  0.135
N  -0.08  1.63  0.01  0.031
H  0.36  -1.57  0.84  0.147
H  -0.35  0.60  2.01  0.188
H  2.77  -0.27  0.30  0.074
H  2.09  -0.27  -1.41  0.090
H  2.31  -1.89  -0.46  0.077
H  -1.59  1.42  -1.62  0.163
H  -2.79  -0.87  0.84  0.190
H  -1.98  -1.88  -0.39  0.099
H  -0.43  2.49  0.37  0.134
H  0.83  2.01  -0.33  0.161

2S+1 = 3
Charge = +1
Relative energy (zero: lowest compared OMol25 entry of this formula, charge and spin) = 583.0 kJ/mol
LUMO (alpha / beta) = -3.09 / -6.98 eV
Frontier orbital gap (alpha / beta) = 5.63 / 7.51 eV



Which of these has the lowest relative energy (zero: lowest compared OMol25 entry of this formula, charge and spin)?
CCl2F2